13
Properties=species:S:1:pos:R:3:forces:R:3 method="wB97M-V/def2-TZVPD" relative_energy_ev=4.101 lumo_ev="1.11 / -0.16" total_charge=0 homo_lumo_gap_ev="9.21 / 6.21"
C -1.7322 -0.0038 0.1260 -0.095 -0.424 -0.391
C -0.3736 0.4617 -0.3498 -1.174 1.412 1.512
C 0.7890 0.3296 0.5681 0.280 -0.815 -0.257
C 1.7645 -0.2439 -0.3872 2.438 2.240 1.087
O 1.4955 -1.2422 -1.1787 -2.538 -1.675 -0.939
H -2.2012 0.7004 0.8399 0.285 -0.048 -0.186
H -1.6808 -0.9745 0.6377 0.070 0.191 -0.069
H -2.4414 -0.1272 -0.7020 0.092 0.084 0.122
H 0.4829 -1.2159 -1.1406 1.387 -0.703 -0.554
H -0.3730 1.4006 -0.9006 0.057 -0.309 -0.268
H 1.2128 1.2322 1.0353 -0.331 -0.077 -0.302
H 0.6209 -0.4076 1.3724 -0.196 0.169 0.040
H 2.7867 0.1229 -0.5042 -0.275 -0.043 0.206



60
Properties=species:S:1:pos:R:3:forces:R:3 method="wB97M-V/def2-TZVPD" relative_energy_ev=5.011 lumo_ev=-0.27 total_charge=0 smiles="O=C1OC[C@@H](F)O1.O=C1OC[C@@H](F)O1.O=C1OC[C@@H](F)O1.O=C1OC[C@@H](F)O1.O=C1OC[C@@H](F)O1.O=C1OC[C@@H](F)O1" homo_lumo_gap_ev=10.85
C -10.2996 25.0418 -3.6576 0.267 -0.193 -1.283
C -8.8979 24.7476 -4.2076 -0.481 0.771 1.297
O -8.0827 24.7204 -3.0290 0.323 -0.638 -0.474
C -8.8593 24.5830 -1.9494 -0.624 0.292 3.639
O -8.5527 24.3197 -0.7882 -0.280 0.606 -3.759
O -10.1529 24.9102 -2.2694 -0.251 -0.828 0.185
F -8.5388 25.7852 -4.9751 0.804 0.083 -0.644
H -10.9529 24.3710 -4.2156 -0.530 -0.647 1.048
H -10.6921 26.0191 -3.9386 0.587 0.307 0.259
H -8.7927 23.7882 -4.7141 0.183 0.246 -0.273
C -20.0190 22.5348 3.5463 -0.326 -1.006 0.015
C -19.5090 21.6057 4.6077 -0.642 -0.491 -0.289
O -20.6922 20.9688 5.1475 1.914 -0.444 0.090
C -21.7587 21.2270 4.3704 -1.428 2.102 2.218
O -22.8923 20.9791 4.7038 1.637 -0.479 -1.385
O -21.3973 22.1336 3.4464 -0.143 0.567 -1.629
F -18.8200 22.2966 5.5294 -0.018 -0.289 0.773
H -19.4184 22.2493 2.6827 -0.675 0.547 -0.605
H -19.8713 23.5829 3.8066 -0.459 -0.061 -0.037
H -18.8669 20.8798 4.1088 0.154 -0.441 0.839
C -26.3222 19.9435 -0.4745 1.800 1.442 1.353
C -25.1890 19.4925 -1.3066 3.982 3.961 2.985
O -25.7241 18.9462 -2.3540 -1.201 -2.259 -3.232
C -26.9446 18.4783 -1.9775 -2.167 -2.581 -0.604
O -27.6988 17.8137 -2.6708 2.172 2.185 2.279
O -27.0551 18.8314 -0.6403 -4.433 -2.891 -1.965
F -24.4456 18.6555 -0.4703 0.085 -0.656 -0.833
H -26.7669 20.8526 -0.8792 -0.271 0.143 0.325
H -26.0351 19.9475 0.5770 -0.063 0.771 -0.136
H -24.5032 20.2874 -1.5997 0.108 -0.112 -0.161
C -17.6033 23.3884 -2.7547 -0.035 -1.436 1.010
C -17.0290 24.6968 -2.4149 1.613 1.596 0.720
O -18.1729 25.5450 -2.0728 6.953 2.160 0.060
C -19.2367 25.0070 -2.3983 -4.275 -3.541 0.109
O -20.3061 25.5190 -2.2673 -0.036 -0.914 -0.855
O -18.9576 23.6294 -2.6507 -3.101 0.823 -0.833
F -16.2597 25.1820 -3.4377 -0.699 0.549 -0.082
H -17.3118 22.6813 -1.9780 -0.091 -0.114 0.277
H -17.3058 22.8693 -3.6658 -0.053 0.828 -0.467
H -16.3648 24.7101 -1.5507 -0.262 0.049 0.078
C -23.4081 31.9106 -4.0337 -1.407 -0.547 0.499
C -22.5782 31.2880 -5.0522 -0.216 -1.573 1.239
O -21.4996 32.1350 -5.0278 3.453 -0.642 -1.713
C -21.9183 33.3904 -4.8538 2.812 4.342 1.335
O -21.2166 34.4681 -4.9181 -3.935 -5.742 -0.107
O -23.1540 33.2227 -4.3783 -0.929 4.221 0.854
F -23.2247 31.4207 -6.2026 -0.503 -0.388 -2.242
H -23.0674 31.6343 -3.0359 -0.165 0.309 0.205
H -24.4674 31.7262 -4.2124 0.087 -0.113 0.368
H -22.3801 30.2397 -4.8286 0.809 0.125 -0.433
C -14.1032 18.7034 0.4686 1.207 -1.312 -1.344
C -12.8327 19.4553 0.1405 -0.005 -0.045 -0.089
O -12.7880 20.4439 1.1438 0.308 -0.588 0.221
C -14.0728 20.7196 1.4388 -1.736 2.603 3.075
O -14.4406 21.6924 2.1206 1.084 -3.607 -2.828
O -14.8921 19.7015 0.9844 -0.676 1.889 1.093
F -12.9822 20.2072 -0.9809 -0.243 -0.149 -1.331
H -13.9308 17.8586 1.1354 0.117 0.296 0.591
H -14.4999 18.2227 -0.4257 -0.372 0.519 -0.172
H -11.9605 18.8236 -0.0281 0.274 0.398 0.767